# 1
C4H4OS3 | ωB97M-V with the def2-TZVPD basis set

```
12
Properties=species:S:1:pos:R:3:lowdin_charge:R:1
C 2.11 0.08 1.51 -0.10
C 1.47 -0.29 0.17 -0.77
C 0.05 -0.76 0.33 -0.60
C -1.02 0.25 0.02 -1.10
H 2.82 0.94 1.42 0.09
H 1.31 0.32 2.22 0.08
H 2.75 -0.73 1.87 0.09
H -3.17 0.51 -0.78 -0.09
O -0.23 -1.85 0.78 0.09
S 2.13 -0.10 -1.33 0.76
S -2.52 -0.61 -0.35 0.82
S -0.71 1.84 0.23 0.74
```

Results
SMILES   CC(=S)C(=O)C(=S)S
HOMO   -9.043 eV
Orbital gap   7.55 eV
Strongest force on any atom   1.55 eV/Å
ΔE to the lowest compared entry with this formula, charge and spin   1.0411 eV



# 2
C4H4OSr | ωB97M-V with the def2-TZVPD basis set

```
10
Properties=species:S:1:pos:R:3:lowdin_charge:R:1
H -2.70 -1.94 0.13 0.15
C -3.20 -0.97 -0.45 0.03
C -2.34 0.00 -0.41 -0.05
H -4.27 -0.82 -0.55 0.07
C -1.07 0.33 -0.09 -0.09
C -0.45 -0.25 1.06 -0.22
O -0.08 -1.45 1.15 -0.25
Sr 1.88 -2.64 2.46 1.10
H -0.41 0.73 -0.87 0.12
H -0.70 0.26 2.01 0.14
```

Results
Net charge   +1
⟨S²⟩   0.7503
HOMO (alpha / beta)   -9.585 / -12.579 eV
Orbital gap (alpha / beta)   5.31 / 8.27 eV
Strongest force on any atom   4.22 eV/Å
ΔE to the lowest compared entry with this formula, charge and spin   1.3702 eV
Spin multiplicity   2